(1)
C28H58GaN2O4S as an isolated structure. Source: OMol25; level of theory: ωB97M-V/def2-TZVPD.

Computed properties:
Energy relative to the best compared isomer or geometry (same formula, charge and spin), eV: 2.100
HOMO level (alpha / beta), eV: -4.427 / -4.427
Frontier orbital gap (alpha / beta), eV: 6.42 / 5.57
2S+1: 3
Net charge: -1
DFT total energy, eV: -104354.2048
⟨S²⟩: 2.009

Cartesian coordinates (Å):
1 C -0.842 -6.875 -0.643
2 H -3.150 -3.398 4.330
3 H -0.891 3.470 -3.967
4 C 2.103 3.289 2.471
5 C 1.376 -7.648 2.169
6 H 3.995 7.574 -0.037
7 C 0.921 -0.648 -4.433
8 H 1.000 -0.894 -1.022
9 H 3.284 5.760 2.876
10 C 2.832 5.875 0.705
11 C 3.654 6.599 -0.392
12 H -2.959 2.001 -2.129
13 H 4.516 5.029 1.831
14 C 1.417 1.193 -2.778
15 C 0.630 6.060 2.002
16 H -2.248 1.833 -5.584
17 C 1.048 -6.907 0.787
18 H 2.030 -6.899 0.188
19 H 0.748 -8.602 2.237
20 H 4.373 6.773 1.987
21 H -3.277 2.540 -3.761
22 H 1.139 2.275 -4.633
23 H -0.696 2.976 -2.299
24 C -3.574 -3.524 2.153
25 H 0.254 -1.476 -4.691
26 H -1.133 -7.304 3.030
27 N 2.468 4.481 0.315
28 H -5.038 -2.997 -0.346
29 H -2.973 -0.598 0.273
30 H -4.538 -2.973 2.455
31 H -1.877 0.133 -5.339
32 C 0.932 2.405 -3.566
33 H 0.282 1.934 1.191
34 H -0.819 -5.735 -0.600
35 H -0.597 1.317 -5.659
36 H 2.469 1.009 -3.021
37 H -3.529 0.843 -3.345
38 H -2.311 -1.704 2.291
39 C 0.583 -0.076 -3.036
40 H -0.267 6.676 2.111
41 O 1.986 4.525 -0.948
42 S -0.018 -3.528 5.333
43 O -1.185 0.265 -1.613
44 H -5.155 -1.253 -0.910
45 H -0.383 4.806 0.593
46 H -0.186 -4.151 2.172
47 C -1.530 1.148 -5.125
48 H 1.058 6.989 0.120
49 H -2.703 -2.122 -0.738
50 H 3.036 2.756 2.268
51 C 0.238 4.678 1.488
52 H 1.943 -1.037 -4.456
53 C 1.601 6.741 1.041
54 H 1.494 3.291 -3.256
55 N -0.886 0.170 -2.928
56 H 1.920 7.696 1.471
57 C 1.050 -6.771 3.460
58 H -3.632 -5.078 3.818
59 H 2.121 -1.423 -2.255
60 C -2.878 1.706 -3.177
61 C -0.542 -6.626 3.748
62 H 1.441 2.594 2.995
63 O -1.731 -7.436 -1.293
64 H -3.798 -4.371 1.426
65 H 0.495 -2.107 -2.211
66 H 1.502 -5.731 3.265
67 H -0.399 4.188 2.231
68 C -1.420 1.392 -3.599
69 H 0.344 2.664 -0.394
70 H -0.750 -6.967 4.819
71 H 4.539 6.018 -0.665
72 H 1.764 1.817 0.243
73 C 0.935 2.481 0.505
74 C -2.628 -2.438 1.469
75 H 0.879 0.088 -5.234
76 C 1.069 -1.186 -2.072
77 H 0.710 -5.833 0.923
78 C -2.992 -4.178 3.496
79 C -0.557 2.642 -3.334
80 Ga -0.979 -4.610 3.484
81 H 2.309 4.080 3.188
82 H -5.350 -1.569 0.879
83 H 0.750 -2.538 4.734
84 H 1.393 1.443 -1.712
85 H 1.540 -7.190 4.401
86 C -4.806 -1.929 -0.047
87 C 1.451 3.785 1.159
88 C -3.244 -1.703 0.184
89 H 1.068 5.985 3.002
90 H 2.487 -7.940 2.176
91 H 3.073 6.789 -1.297
92 O 0.098 -7.698 0.010
93 C 3.795 5.847 1.918
94 H -1.674 -2.960 1.121

---

(2)
C28H58INO9PS as an isolated structure. Source: OMol25; level of theory: ωB97M-V/def2-TZVPD.

Computed properties:
Energy relative to the best compared isomer or geometry (same formula, charge and spin), eV: 1.483
HOMO level, eV: -3.754
Frontier orbital gap, eV: 5.75
2S+1: 1
Net charge: -1
DFT total energy, eV: -78117.9592

Cartesian coordinates (Å):
1 H 2.136 1.481 -0.558
2 H 5.271 3.814 -3.553
3 H -2.871 4.927 3.348
4 O 0.904 -3.818 -6.183
5 O -3.086 -3.625 4.087
6 H 1.712 -3.384 -0.749
7 H 0.235 -4.389 0.895
8 N -4.288 -1.145 4.764
9 H 1.910 4.723 -2.975
10 H 2.290 -2.446 -6.896
11 H 5.311 5.575 -5.209
12 H 0.053 1.365 -3.747
13 C 1.316 6.790 4.758
14 H 2.325 7.476 6.570
15 H 1.702 -5.078 -1.277
16 H 0.988 3.719 5.402
17 C -0.980 -2.418 -6.497
18 H -1.683 -8.324 5.408
19 H -0.774 -0.343 -1.370
20 H -1.231 -2.083 -5.484
21 H 1.534 2.656 -1.748
22 H 0.744 -7.078 5.227
23 H -1.858 -2.276 -7.132
24 H -1.413 -5.108 3.247
25 H -0.638 -4.341 -7.433
26 C -1.031 -3.332 -0.539
27 H -1.599 1.075 -2.054
28 C 0.042 -7.388 4.448
29 H 0.721 7.617 4.361
30 H 0.256 -0.627 -6.732
31 C 1.075 -4.197 -1.117
32 C 1.361 -2.465 -6.318
33 C -2.192 2.180 1.949
34 H 2.289 6.785 4.255
35 H 4.877 2.882 -5.015
36 H 0.071 -0.405 -3.635
37 H -0.345 4.704 6.044
38 H -6.644 -2.742 4.375
39 C 0.678 4.737 5.653
40 H 1.940 -0.340 -2.087
41 C 1.632 0.628 -2.501
42 H 2.386 0.944 -3.227
43 H 2.769 6.462 -4.901
44 P -4.509 -2.621 3.767
45 C -1.394 -7.387 4.925
46 C -2.566 4.428 2.423
47 H -3.148 -6.692 3.815
48 H -2.072 -3.606 -0.347
49 C -0.980 2.966 1.497
50 C -2.149 -7.104 3.652
51 O 0.114 -6.478 3.342
52 H 0.339 -8.378 4.085
53 C -1.072 4.205 2.349
54 C 1.619 5.406 6.631
55 O 3.276 3.392 -3.796
56 S -4.603 -2.287 1.848
57 H 1.676 4.317 -4.690
58 C 1.434 1.628 -1.383
59 H -0.044 2.415 1.620
60 C -0.621 0.634 -1.841
61 C 0.346 -3.756 -2.368
62 H 2.647 5.074 6.445
63 H 3.747 6.168 -3.450
64 I -4.820 0.558 3.731
65 H -0.532 5.062 1.938
66 H 4.021 4.798 -6.146
67 O 0.667 5.544 4.467
68 H -1.960 1.559 2.821
69 C 1.477 6.860 6.261
70 H 0.325 -1.784 -8.075
71 H -2.363 -2.921 4.252
72 H -1.550 -6.570 5.639
73 H 1.373 5.191 7.674
74 C 0.246 -1.690 -6.985
75 H -0.514 -5.410 -0.346
76 O -0.846 -3.084 -1.939
77 C 0.244 0.519 -3.077
78 C 4.383 5.003 -5.132
79 H -0.675 3.997 3.350
80 C 2.425 4.540 -3.922
81 C -0.062 -4.429 -0.156
82 C -1.222 -6.142 2.941
83 H 0.946 -3.084 -2.988
84 H -2.921 5.021 1.573
85 H -2.593 1.538 1.160
86 O -5.960 -3.463 4.240
87 H -2.249 -8.026 3.067
88 C -0.502 -3.853 -6.462
89 C 4.552 3.705 -4.372
90 O -3.184 3.137 2.344
91 H 1.567 -2.080 -5.314
92 O 0.090 1.461 -0.911
93 H 0.045 -4.616 -2.975
94 C 3.307 5.696 -4.337
95 H 0.569 7.272 6.716
96 H -1.083 3.235 0.439
97 H -0.810 -2.402 -0.003
98 H -1.014 -4.447 -5.699
99 H -1.306 -6.205 1.852

---

(3)
A 3-piece molecular cluster, C28H59B2N2O16P2S2 overall. Source: OMol25; level of theory: ωB97M-V/def2-TZVPD.

Computed properties:
HOMO level, eV: -4.554
Frontier orbital gap, eV: 6.12
2S+1: 1
Net charge: -1
DFT total energy, eV: -107339.9665

Cartesian coordinates (Å):
1 C -7.666 -3.933 -1.598
2 H 3.332 -2.979 -0.810
3 H -4.819 7.611 -0.833
4 H -8.708 0.519 3.217
5 O 14.521 -4.570 1.402
6 H -4.224 4.002 4.814
7 C 15.758 -2.581 0.097
8 C 13.964 -4.040 0.475
9 C -9.675 -4.629 -0.729
10 C 12.135 -5.461 0.679
11 C -1.456 1.189 -0.346
12 H 10.686 -2.966 -1.780
13 P -3.322 5.925 0.219
14 O -5.251 4.523 1.190
15 C 6.187 -0.461 -1.977
16 O 14.436 -3.032 -0.257
17 H -5.706 1.800 -2.661
18 C 3.167 -2.437 0.121
19 H -10.704 -3.074 0.268
20 H 1.141 -2.779 0.721
21 O 8.106 -2.700 -0.867
22 H -6.693 -4.300 -1.922
23 H -3.184 6.500 -2.219
24 C -4.474 7.362 0.173
25 C -4.558 4.528 -0.034
26 H -9.593 -3.953 1.321
27 H -7.652 3.858 0.721
28 C -2.553 3.030 0.652
29 H -6.371 5.320 -0.836
30 C -8.291 2.347 2.095
31 O 6.988 -2.615 -2.833
32 H -1.788 3.598 0.104
33 B -6.038 3.720 -2.249
34 H 5.674 -2.426 -1.241
35 C 0.008 1.603 -0.384
36 H -5.843 1.347 4.888
37 H -7.306 2.223 0.196
38 H 4.132 -2.380 0.645
39 H 11.126 -5.512 0.285
40 H 10.743 -4.442 -2.773
41 H -10.197 -4.302 -1.641
42 H 0.350 1.754 -1.417
43 C 16.829 -3.503 -0.441
44 H -8.187 2.850 3.056
45 H 0.131 2.541 0.169
46 H -1.958 1.488 -1.275
47 C 2.058 1.020 0.618
48 C -7.288 2.884 1.069
49 H -9.317 2.526 1.745
50 H -2.630 3.456 1.651
51 C -8.444 -1.695 1.274
52 B -5.710 3.117 1.448
53 C 3.027 -0.158 0.732
54 C 5.896 -1.929 -2.183
55 O 8.952 -3.509 -2.797
56 O -6.169 2.357 -2.042
57 C 2.132 -3.148 0.987
58 H 1.979 1.490 1.608
59 O -2.137 1.674 0.785
60 C -2.541 6.044 -1.462
61 O -4.478 4.135 3.892
62 C 8.021 -2.908 -2.052
63 H 2.453 1.772 -0.075
64 H -5.029 5.540 -1.905
65 H 15.828 -1.592 -0.352
66 H 15.822 -2.481 1.180
67 H -8.206 -3.546 -2.474
68 H -2.270 5.044 -1.809
69 H 6.439 0.016 -2.925
70 O -8.366 -5.036 -1.061
71 C -7.467 -2.849 -0.565
72 H 5.053 -2.063 -2.857
73 O 2.757 -1.134 -0.249
74 H 17.813 -3.082 -0.230
75 H 2.283 -2.970 2.052
76 C -8.131 0.852 2.355
77 H 9.896 -4.449 -1.203
78 H -10.192 -5.506 -0.341
79 H 4.051 0.219 0.600
80 C -5.493 4.804 -1.240
81 H -1.487 0.099 -0.286
82 H 16.727 -3.617 -1.520
83 C -3.899 3.129 -0.070
84 O -4.834 2.301 0.568
85 H -6.728 -3.177 0.175
86 H 5.298 0.023 -1.569
87 H -3.991 8.235 0.612
88 C 10.141 -3.859 -2.082
89 H -7.089 0.586 2.526
90 O -3.782 1.851 3.260
91 H 2.154 -4.224 0.814
92 O 0.789 0.579 0.213
93 H 12.668 -6.386 0.462
94 N -6.180 2.173 4.405
95 H -6.834 3.558 -4.018
96 H 12.105 -5.304 1.755
97 O -6.465 4.244 -3.457
98 H -3.867 1.168 2.590
99 H 7.013 -0.320 -1.281
100 H -1.626 6.635 -1.395
101 H 16.766 -4.484 0.026
102 H -5.337 7.094 0.784
103 N -8.729 -2.459 0.084
104 C -9.709 -3.529 0.321
105 H 2.969 -0.589 1.737
106 S -8.708 -0.055 0.903
107 H -3.773 2.779 -1.105
108 P -5.154 2.749 3.358
109 H -7.064 -1.963 -1.064
110 O 12.755 -4.358 0.011
111 S -7.923 -2.338 2.685

---

(4)
A 9-piece molecular cluster, C28H59BBr18NO9SSi overall. Source: OMol25; level of theory: ωB97M-V/def2-TZVPD.

Computed properties:
HOMO level, eV: -4.961
Frontier orbital gap, eV: 6.56
2S+1: 1
Net charge: -1
DFT total energy, eV: -1330060.4887

Cartesian coordinates (Å):
1 C -3.722 -1.015 -1.052
2 C 6.528 -4.728 -3.346
3 H 3.137 -0.045 -2.633
4 H 3.845 7.015 -1.511
5 H -3.687 2.167 0.048
6 H -1.560 0.236 -3.598
7 H 5.481 -0.738 -3.568
8 Br 1.382 7.220 -1.168
9 H 2.840 7.360 1.391
10 H 8.447 5.928 4.819
11 C -1.518 -3.088 -1.415
12 H -3.516 4.215 -1.386
13 Br 5.685 4.793 3.518
14 C -4.039 -2.844 -6.639
15 H -3.970 5.351 -3.692
16 Br -10.583 -0.365 1.264
17 Br -5.128 2.325 -1.638
18 C 0.687 -0.542 -0.748
19 C 2.053 -1.565 2.614
20 H -4.560 -0.996 -7.677
21 Br 9.270 -5.157 -2.623
22 H -1.334 3.150 -0.652
23 C -9.570 -0.822 3.905
24 H 5.005 4.293 1.196
25 H -4.362 -1.450 4.652
26 O -1.144 0.344 0.457
27 H 4.090 2.042 1.363
28 H 2.400 -0.926 3.504
29 O 5.862 -1.531 -3.097
30 H -5.176 4.796 -1.648
31 C -4.944 -0.492 2.781
32 C -4.410 4.102 -1.999
33 Br -2.248 -2.167 -6.270
34 H 7.590 -6.548 -3.782
35 C -4.152 4.298 -3.472
36 C 1.526 0.861 -0.697
37 H -4.236 -0.188 -1.639
38 H -5.802 -5.088 4.377
39 H 9.314 4.958 6.030
40 H 3.539 2.884 2.831
41 H -4.232 -2.004 -1.330
42 H -2.970 -0.901 -3.915
43 C 2.816 -1.095 -2.307
44 Br 5.992 -3.672 -1.753
45 O 6.366 -2.400 -0.570
46 Br -2.529 3.375 -4.030
47 O 1.081 1.842 -1.395
48 H -4.349 -3.416 -5.765
49 C 9.956 4.574 4.014
50 O 5.924 -0.033 -1.017
51 C -10.843 -0.436 3.194
52 H -11.148 0.573 3.477
53 C 3.611 7.409 0.623
54 C -4.328 -6.455 3.525
55 C 9.408 5.489 5.081
56 B -1.776 1.630 0.459
57 H 1.594 -2.319 0.445
58 H -4.017 0.291 4.555
59 C 0.849 -1.441 0.560
60 S 5.507 -1.420 -1.441
61 H -3.825 -0.886 0.089
62 Si -1.866 -1.217 -1.587
63 Br -5.859 -2.113 2.194
64 C 7.472 -5.839 -2.961
65 Br 4.026 9.294 0.352
66 H 11.012 4.344 4.143
67 H 3.017 -1.910 2.091
68 H 0.802 -0.698 -3.048
69 H -0.752 -3.396 -0.639
70 H -1.108 -3.452 -2.432
71 C -4.720 -0.494 4.272
72 H 6.954 -4.027 -4.065
73 C 1.205 -1.217 -2.103
74 H 7.163 -6.377 -2.064
75 Br -9.222 -2.732 3.743
76 H 1.012 -2.353 -2.148
77 H -11.666 -1.125 3.379
78 O -3.210 1.659 0.746
79 C -4.987 -1.723 -6.987
80 Br 9.755 5.356 2.241
81 C 3.679 -1.727 -1.137
82 N -0.747 -0.096 -0.792
83 H -4.989 -6.152 5.548
84 H 1.458 -2.441 3.036
85 H -5.912 -2.120 -7.409
86 O 2.714 1.037 -0.054
87 C 5.398 3.636 1.973
88 H -0.124 -1.958 0.906
89 O 1.301 -0.708 1.731
90 H -9.659 -0.641 4.977
91 H 3.197 5.660 -0.560
92 C 3.206 6.746 -0.671
93 H 3.466 -1.339 -0.091
94 H -4.928 -7.362 3.433
95 Br -4.470 -5.576 1.792
96 H 6.376 3.266 1.668
97 H -3.918 -3.520 -7.487
98 H -8.689 -0.306 3.526
99 H -1.173 -1.492 -4.077
100 H -2.504 -3.661 -1.277
101 H -3.283 -6.729 3.658
102 C -4.861 -5.576 4.630
103 H 4.532 6.967 1.009
104 H 9.387 3.643 3.979
105 H 5.599 -5.141 -3.753
106 H -4.960 3.933 -4.104
107 C 4.415 2.538 2.283
108 O -1.155 2.912 0.291
109 Br -3.593 -4.169 5.086
110 Br -5.538 -0.740 -5.396
111 Br 10.630 6.964 5.444
112 H -5.540 0.352 2.434
113 Br 5.235 1.129 3.354
114 C -1.912 -0.856 -3.499
115 Br -6.361 -0.078 5.241
116 H -3.990 -0.498 2.251
117 H 3.562 -2.870 -1.129
118 H 3.016 -1.753 -3.238